C33H49ClNO6 | ωB97M-V/def2-TZVPD

HOMO level (spin up / spin down) (hartree): -0.29944 / -0.35011
⟨S²⟩: 0.75
Orbital gap (spin up / spin down) (eV): 6.54 / 7.92
F_max (hartree/bohr): 0.006
2S+1: 2

CARTESIAN COORDINATES (ANGSTROEM)
C: 6.346 -2.356 1.832
O: 5.671 -1.778 0.742
C: 6.257 -2.089 -0.504
C: 5.752 -1.132 -1.574
C: 4.225 -0.923 -1.571
C: 3.813 0.543 -1.436
C: 4.205 1.138 -0.084
C: 3.571 2.503 0.255
C: 2.751 2.490 1.544
C: 1.413 1.720 1.561
C: 0.651 1.566 0.236
C: -0.857 1.594 0.500
C: -1.793 1.662 -0.708
C: -2.013 0.381 -1.531
Cl: -3.552 0.731 -2.499
C: -0.897 0.189 -2.567
C: -0.634 -1.267 -2.944
C: 0.550 -1.349 -3.899
C: -1.833 -1.945 -3.604
N: -0.243 -1.915 -1.659
O: 0.949 -1.644 -1.284
C: -1.273 -2.032 -0.587
C: -1.993 -3.386 -0.704
C: -0.568 -2.008 0.763
C: -2.319 -0.865 -0.666
H: 5.903 -1.955 2.741
H: 7.414 -2.114 1.812
H: 6.237 -3.448 1.840
H: 6.028 -3.128 -0.784
H: 7.349 -2.011 -0.426
H: 6.056 -1.549 -2.537
H: 6.277 -0.180 -1.472
H: 3.816 -1.317 -2.501
H: 3.773 -1.475 -0.747
H: 2.731 0.624 -1.573
H: 4.284 1.125 -2.236
H: 5.290 1.263 -0.080
H: 3.990 0.410 0.703
H: 2.996 2.880 -0.595
H: 4.371 3.230 0.408
H: 3.405 2.052 2.304
H: 2.567 3.516 1.871
H: 1.558 0.734 2.007
H: 0.748 2.251 2.247
H: 0.928 0.618 -0.228
H: 0.893 2.376 -0.458
H: -1.124 0.760 1.150
H: -1.065 2.494 1.084
H: -1.433 2.433 -1.398
H: -2.769 1.992 -0.350
H: 0.037 0.604 -2.185
H: -1.162 0.751 -3.463
H: 0.227 -1.038 -4.893
H: 1.366 -0.712 -3.572
H: 0.911 -2.375 -3.960
H: -1.583 -2.982 -3.831
H: -2.036 -1.436 -4.546
H: -2.740 -1.923 -3.009
H: -2.151 -3.687 -1.733
H: -1.401 -4.162 -0.217
H: -2.956 -3.340 -0.195
H: -0.111 -1.049 0.983
H: 0.196 -2.781 0.813
H: -1.318 -2.217 1.527
H: -3.259 -1.281 -1.017
H: -2.510 -0.545 0.358
C: -1.081 -4.368 5.807
C: -0.696 -3.420 4.958
C: -1.500 -2.187 4.764
O: -1.149 -1.327 3.985
C: -2.750 -2.050 5.553
C: -3.135 -2.997 6.404
C: -2.331 -4.231 6.599
O: -2.681 -5.094 7.373
H: -0.514 -5.276 5.966
H: 0.210 -3.494 4.369
H: -3.317 -1.142 5.393
H: -4.041 -2.922 6.991
C: -4.828 4.216 -1.798
C: -4.448 5.172 -2.641
C: -5.166 6.469 -2.713
O: -4.821 7.340 -3.482
C: -6.327 6.660 -1.807
C: -6.708 5.706 -0.962
C: -5.986 4.410 -0.888
O: -6.328 3.546 -0.110
H: -4.320 3.261 -1.734
H: -3.607 5.055 -3.313
H: -6.834 7.614 -1.879
H: -7.550 5.822 -0.291

Löwdin population analysis, charges in e, atoms 1 to 2:
1. C -0.11
2. O -0.20

---

C33H49N2O18 | ωB97M-V/def2-TZVPD

HOMO level (hartree): -0.43339
Orbital gap (eV): 9.62
F_max (hartree/bohr): 0.030
Net charge: +1

CARTESIAN COORDINATES (ANGSTROEM)
C: -1.631 -0.543 -1.670
C: -1.835 -1.414 -0.611
C: -2.964 -2.212 -0.608
C: -3.842 -2.111 -1.675
C: -5.111 -2.942 -1.741
C: -5.974 -2.860 -0.459
C: -7.402 -2.502 -0.935
C: -7.068 -1.595 -2.110
N: -5.983 -2.358 -2.802
N: -3.643 -1.291 -2.705
C: -2.555 -0.521 -2.696
H: -0.768 0.111 -1.697
H: -1.127 -1.442 0.205
H: -3.154 -2.905 0.205
H: -4.902 -3.967 -2.049
H: -5.640 -1.985 0.107
H: -5.879 -3.761 0.143
H: -7.860 -1.896 -0.150
H: -8.019 -3.366 -1.185
H: -7.845 -1.299 -2.813
H: -6.614 -0.681 -1.721
H: -5.491 -1.760 -3.478
H: -6.435 -3.080 -3.369
H: -2.421 0.138 -3.549
C: 3.321 1.633 2.425
C: 2.637 0.511 1.698
C: 1.512 0.892 0.766
O: 0.688 -0.300 0.790
C: 0.873 -0.876 2.008
O: 0.187 -1.744 2.451
O: 1.926 -0.342 2.630
H: 2.616 2.173 3.056
H: 4.108 1.231 3.060
H: 3.773 2.337 1.727
H: 3.375 -0.110 1.183
H: 1.838 1.123 -0.244
H: 0.920 1.723 1.154
C: 3.795 -0.602 -4.331
C: 4.545 0.238 -3.335
C: 4.611 -0.312 -1.925
O: 4.737 0.884 -1.140
C: 4.123 1.879 -1.825
O: 3.831 2.936 -1.364
O: 3.870 1.493 -3.091
H: 2.758 -0.730 -4.018
H: 3.797 -0.137 -5.315
H: 4.264 -1.583 -4.413
H: 5.548 0.473 -3.700
H: 5.455 -0.970 -1.740
H: 3.681 -0.816 -1.646
C: 3.304 4.781 -4.084
C: 4.494 5.281 -4.853
C: 5.266 6.413 -4.205
O: 5.828 7.081 -5.340
C: 4.998 6.874 -6.392
O: 5.047 7.456 -7.423
O: 4.101 5.903 -6.092
H: 2.577 5.583 -3.947
H: 2.810 3.969 -4.618
H: 3.613 4.410 -3.108
H: 5.170 4.457 -5.104
H: 6.054 6.092 -3.530
H: 4.597 7.106 -3.689
C: 6.970 1.630 7.226
C: 6.161 2.813 6.767
C: 4.694 2.788 7.146
O: 4.096 3.556 6.089
C: 4.879 3.419 4.995
O: 4.560 3.723 3.889
O: 6.059 2.858 5.326
H: 6.574 0.705 6.805
H: 8.010 1.726 6.917
H: 6.938 1.562 8.314
H: 6.621 3.752 7.086
H: 4.469 3.234 8.109
H: 4.293 1.771 7.104
C: -11.593 -4.809 -3.775
C: -10.265 -4.103 -3.746
C: -9.992 -3.157 -4.898
O: -8.551 -3.199 -4.981
C: -8.160 -4.417 -4.532
O: -7.045 -4.831 -4.639
O: -9.166 -5.035 -3.902
H: -11.679 -5.416 -4.676
H: -11.707 -5.462 -2.913
H: -12.399 -4.075 -3.762
H: -10.118 -3.591 -2.789
H: -10.331 -2.138 -4.738
H: -10.395 -3.537 -5.838
C: 1.365 -2.169 5.276
C: 2.201 -2.059 6.522
C: 1.996 -0.779 7.307
O: 3.273 -0.589 7.926
C: 4.203 -1.163 7.120
O: 5.373 -0.988 7.211
O: 3.602 -1.942 6.194
H: 1.627 -1.343 4.618
H: 1.538 -3.097 4.735
H: 0.304 -2.108 5.518
H: 2.086 -2.929 7.175
H: 1.214 -0.832 8.060
H: 1.810 0.066 6.639

Löwdin population analysis, charges in e, atoms 1 to 2:
1. C -0.03
2. C -0.02

---

C33H49N7O9S2Sr | ωB97M-V/def2-TZVPD

HOMO level (hartree): -0.31146
Energy above the lowest of the compared OMol25 structures with the same formula, charge and spin (kcal/mol): 17.24
Orbital gap (eV): 8.88
F_max (hartree/bohr): 0.025

CARTESIAN COORDINATES (ANGSTROEM)
Sr: 0.058 0.216 -1.582
O: -3.189 -0.984 -1.220
C: -2.461 -0.923 -0.114
O: -1.303 -1.294 -0.079
C: -3.253 -0.501 1.125
O: -3.046 0.800 1.598
C: -3.549 1.852 0.780
C: -2.633 2.275 -0.378
O: -2.930 3.302 -0.976
O: -1.662 1.485 -0.605
H: -2.676 -1.420 -1.939
H: -2.905 -1.166 1.916
H: -4.315 -0.692 0.932
H: -3.689 2.710 1.439
H: -4.527 1.585 0.363
C: -0.757 -4.521 -0.390
N: -0.757 -4.101 1.001
C: -0.925 -5.239 1.902
C: 0.253 -3.177 1.350
N: 1.278 -2.871 0.672
N: -0.043 -2.592 2.582
C: 0.576 -1.535 3.232
N: 0.007 -1.294 4.468
N: 1.570 -0.895 2.748
H: -1.688 -5.052 -0.586
H: 0.073 -5.205 -0.620
H: -0.706 -3.658 -1.049
H: -1.939 -5.630 1.812
H: -0.754 -4.953 2.938
H: -0.222 -6.046 1.660
H: 1.301 -3.445 -0.166
H: -0.969 -2.811 2.906
H: -0.880 -1.702 4.702
H: 0.199 -0.403 4.897
H: 1.882 -0.211 3.432
N: 2.296 -0.185 -0.165
C: 3.478 0.683 -0.101
C: 4.273 0.693 -1.399
C: 3.505 1.078 -2.666
C: 2.796 2.441 -2.598
N: 1.341 2.292 -2.742
H: 2.003 -0.427 0.788
H: 2.565 -1.102 -0.520
H: 4.151 0.369 0.706
H: 3.145 1.694 0.138
H: 4.730 -0.291 -1.546
H: 5.106 1.392 -1.270
H: 2.774 0.304 -2.923
H: 4.219 1.077 -3.494
H: 3.203 3.112 -3.361
H: 2.976 2.916 -1.634
H: 1.113 2.067 -3.707
H: 0.850 3.146 -2.498
O: 0.980 3.026 0.139
S: 1.277 3.026 1.602
C: 0.020 1.926 2.284
C: -0.043 1.862 3.782
C: -1.284 1.737 4.403
C: -1.372 1.610 5.780
C: -0.221 1.621 6.560
C: 1.018 1.762 5.952
C: 1.106 1.878 4.569
C: 0.695 4.603 2.290
C: -0.789 4.802 2.328
C: -1.542 4.780 1.157
C: -2.920 4.942 1.211
C: -3.552 5.137 2.431
C: -2.806 5.155 3.602
C: -1.432 4.980 3.550
H: 0.278 0.953 1.858
H: -0.929 2.230 1.843
H: -2.177 1.727 3.790
H: -2.342 1.508 6.250
H: -0.291 1.527 7.636
H: 1.920 1.777 6.551
H: 2.079 1.977 4.099
H: 1.206 5.339 1.665
H: 1.136 4.657 3.289
H: -1.062 4.602 0.202
H: -3.485 4.885 0.290
H: -4.626 5.268 2.469
H: -3.295 5.300 4.558
H: -0.850 4.976 4.466
C: 1.542 -5.035 -8.532
C: 1.140 -4.271 -7.301
C: 2.096 -3.672 -6.485
C: 1.725 -2.945 -5.366
C: 0.380 -2.819 -5.058
C: -0.593 -3.413 -5.847
C: -0.205 -4.137 -6.962
S: -0.088 -1.842 -3.674
O: -1.456 -2.205 -3.304
O: 0.000 -0.423 -4.058
O: 0.869 -2.099 -2.590
H: 2.606 -5.267 -8.526
H: 1.334 -4.449 -9.430
H: 0.987 -5.969 -8.617
H: 3.147 -3.780 -6.727
H: 2.470 -2.490 -4.726
H: -1.635 -3.311 -5.579
H: -0.959 -4.609 -7.581

Löwdin population analysis, charges in e, atoms 1 to 2:
1. Sr 1.53
2. O 0.14

---

Question: Number 1 is which compound?
Answer: C33H49ClNO6

---

Please write out number 1 again, unchanged.
C33H49ClNO6 | ωB97M-V/def2-TZVPD

HOMO level (spin up / spin down) (hartree): -0.29944 / -0.35011
⟨S²⟩: 0.75
Orbital gap (spin up / spin down) (eV): 6.54 / 7.92
F_max (hartree/bohr): 0.006
2S+1: 2

CARTESIAN COORDINATES (ANGSTROEM)
C: 6.346 -2.356 1.832
O: 5.671 -1.778 0.742
C: 6.257 -2.089 -0.504
C: 5.752 -1.132 -1.574
C: 4.225 -0.923 -1.571
C: 3.813 0.543 -1.436
C: 4.205 1.138 -0.084
C: 3.571 2.503 0.255
C: 2.751 2.490 1.544
C: 1.413 1.720 1.561
C: 0.651 1.566 0.236
C: -0.857 1.594 0.500
C: -1.793 1.662 -0.708
C: -2.013 0.381 -1.531
Cl: -3.552 0.731 -2.499
C: -0.897 0.189 -2.567
C: -0.634 -1.267 -2.944
C: 0.550 -1.349 -3.899
C: -1.833 -1.945 -3.604
N: -0.243 -1.915 -1.659
O: 0.949 -1.644 -1.284
C: -1.273 -2.032 -0.587
C: -1.993 -3.386 -0.704
C: -0.568 -2.008 0.763
C: -2.319 -0.865 -0.666
H: 5.903 -1.955 2.741
H: 7.414 -2.114 1.812
H: 6.237 -3.448 1.840
H: 6.028 -3.128 -0.784
H: 7.349 -2.011 -0.426
H: 6.056 -1.549 -2.537
H: 6.277 -0.180 -1.472
H: 3.816 -1.317 -2.501
H: 3.773 -1.475 -0.747
H: 2.731 0.624 -1.573
H: 4.284 1.125 -2.236
H: 5.290 1.263 -0.080
H: 3.990 0.410 0.703
H: 2.996 2.880 -0.595
H: 4.371 3.230 0.408
H: 3.405 2.052 2.304
H: 2.567 3.516 1.871
H: 1.558 0.734 2.007
H: 0.748 2.251 2.247
H: 0.928 0.618 -0.228
H: 0.893 2.376 -0.458
H: -1.124 0.760 1.150
H: -1.065 2.494 1.084
H: -1.433 2.433 -1.398
H: -2.769 1.992 -0.350
H: 0.037 0.604 -2.185
H: -1.162 0.751 -3.463
H: 0.227 -1.038 -4.893
H: 1.366 -0.712 -3.572
H: 0.911 -2.375 -3.960
H: -1.583 -2.982 -3.831
H: -2.036 -1.436 -4.546
H: -2.740 -1.923 -3.009
H: -2.151 -3.687 -1.733
H: -1.401 -4.162 -0.217
H: -2.956 -3.340 -0.195
H: -0.111 -1.049 0.983
H: 0.196 -2.781 0.813
H: -1.318 -2.217 1.527
H: -3.259 -1.281 -1.017
H: -2.510 -0.545 0.358
C: -1.081 -4.368 5.807
C: -0.696 -3.420 4.958
C: -1.500 -2.187 4.764
O: -1.149 -1.327 3.985
C: -2.750 -2.050 5.553
C: -3.135 -2.997 6.404
C: -2.331 -4.231 6.599
O: -2.681 -5.094 7.373
H: -0.514 -5.276 5.966
H: 0.210 -3.494 4.369
H: -3.317 -1.142 5.393
H: -4.041 -2.922 6.991
C: -4.828 4.216 -1.798
C: -4.448 5.172 -2.641
C: -5.166 6.469 -2.713
O: -4.821 7.340 -3.482
C: -6.327 6.660 -1.807
C: -6.708 5.706 -0.962
C: -5.986 4.410 -0.888
O: -6.328 3.546 -0.110
H: -4.320 3.261 -1.734
H: -3.607 5.055 -3.313
H: -6.834 7.614 -1.879
H: -7.550 5.822 -0.291

Löwdin population analysis, charges in e, atoms 1 to 2:
1. C -0.11
2. O -0.20